Record 1
# C18H33CrGe

A molecular structure, C18H33CrGe at a distorted geometry (ωB97M-V/def2-TZVPD, the Open Molecules 2025 dataset).

XYZ file:
```
53
Properties=species:S:1:pos:R:3:mulliken_charge:R:1
Cr 0.31068 -1.04317 0.59541 -0.383
C -2.55355 -1.98902 4.32012 -1.399
C -1.54873 -2.43195 3.23997 0.036
C -0.31485 -3.07968 3.85918 -1.434
C -1.22371 -1.22328 2.39835 1.006
C -0.20780 -0.31442 2.74060 -0.211
C 0.02751 0.84109 1.96554 -1.154
C -0.81016 1.21046 0.88276 1.097
C -0.68803 2.54946 0.23047 -1.573
C -1.78006 0.27286 0.50494 -0.746
C -1.95442 -0.92797 1.22180 -0.902
H -2.85215 -2.85922 4.90303 0.421
H -3.45330 -1.55172 3.88877 0.405
H -2.10139 -1.26339 4.99718 0.386
H -2.04468 -3.15790 2.58703 0.474
H 0.11644 -2.46926 4.65317 0.377
H 0.46358 -3.29033 3.11489 0.264
H -0.58978 -4.03220 4.30789 0.460
H 0.38688 -0.48000 3.63141 0.529
H 0.80400 1.52848 2.28617 0.627
H -1.04225 2.53773 -0.79786 0.442
H 0.32943 2.93318 0.26851 0.441
H -1.31968 3.24774 0.78794 0.344
H -2.43858 0.48303 -0.33089 0.574
H -2.72704 -1.62216 0.90615 0.635
C 3.99000 -1.79582 -1.84531 -0.640
C 2.80789 -2.00081 -2.76283 -0.732
C 1.63811 -2.65934 -2.02487 -0.281
C 0.79620 -1.66874 -1.28179 -0.352
Ge 2.90150 -1.17961 0.71945 0.578
C 3.76025 -2.74534 1.61803 -0.867
C 5.27104 -2.60444 1.41307 -0.691
C 5.96046 -1.40990 2.06967 -0.240
C 7.46170 -1.67689 2.18178 -1.404
H 4.82770 -1.25060 -2.28282 0.437
H 4.35466 -2.72750 -1.41575 0.336
H 3.71563 -1.06753 -1.00625 0.117
H 3.11912 -2.64479 -3.58697 0.392
H 2.50494 -1.05393 -3.21143 0.438
H 1.97911 -3.46506 -1.36806 0.350
H 0.96971 -3.14313 -2.74994 0.451
H -0.09656 -2.21468 -0.76466 0.173
H 0.44183 -0.83213 -1.89079 0.418
H 3.55732 0.20123 0.77332 0.169
H 3.28913 -3.66843 1.28740 0.536
H 3.45032 -2.54460 2.65031 0.622
H 5.57434 -2.71642 0.37124 0.293
H 5.59827 -3.54226 1.89651 0.421
H 5.53281 -1.24170 3.06354 0.291
H 5.80047 -0.49753 1.48637 0.344
H 7.65090 -2.52368 2.84236 0.377
H 7.97450 -0.80721 2.58932 0.381
H 7.89341 -1.88803 1.20264 0.365
```

Expectation value of S²   6.1660
Frontier orbital gap (spin up / spin down)   7.118 / 5.784 eV
HOMO (spin up / spin down)   -19.59 / -19.76 eV
Multiplicity   5
Total charge   +3
E_LUMO (spin up / spin down)   -12.48 / -13.98 eV
E   -104106.238 eV

***

Record 2
# C18H33F3NO3

A single C18H33F3NO3 molecule at a distorted geometry (ωB97M-V/def2-TZVPD, the Open Molecules 2025 dataset).

XYZ file:
```
58
Properties=species:S:1:pos:R:3:mulliken_charge:R:1
C 0.04821 3.26897 2.83504 -1.505
C -0.50706 3.68353 1.46104 0.509
C 0.57372 4.33794 0.57435 -1.530
C -1.24716 2.54142 0.75068 0.693
C -1.99751 3.01056 -0.49037 -1.830
C -0.34558 1.34768 0.44177 -0.485
O -1.15679 0.28368 0.02382 0.002
C -0.51321 -0.90189 -0.41560 2.407
C -1.67632 -1.86490 -0.71591 -1.728
C -2.85349 -1.80251 0.25844 -0.463
O -2.43946 -1.65597 1.60240 -0.502
C -3.91521 -0.72210 -0.10233 0.832
F -3.66411 -0.08591 -1.27087 -0.276
F -5.12849 -1.32414 -0.24500 -0.334
F -4.05359 0.22018 0.86981 -0.267
C 0.40420 -1.50083 0.66648 -2.074
C 1.52305 -2.47915 0.22011 1.536
C 1.10589 -3.93463 0.44146 -1.565
C 2.79584 -2.23950 1.08134 -1.777
N 1.91110 -2.28981 -1.20414 0.587
O 1.48722 -3.18254 -2.01932 -0.640
C 1.74733 -0.90899 -1.73462 2.449
C 2.55224 0.12255 -0.95553 -2.436
C 2.27590 -0.89006 -3.18366 -1.718
C 0.23859 -0.64274 -1.75118 -2.798
H -0.35881 3.87374 3.64052 0.339
H -0.13153 2.22458 3.07566 0.343
H 1.12875 3.41344 2.85917 0.371
H -1.25369 4.46134 1.62837 0.640
H 1.23091 4.93704 1.20203 0.523
H 1.17292 3.60138 0.04738 0.129
H 0.10608 5.02727 -0.12228 0.384
H -1.99533 2.16718 1.45745 0.373
H -2.83773 3.64167 -0.20638 0.409
H -2.34944 2.16821 -1.07464 0.330
H -1.35368 3.61773 -1.12851 0.404
H 0.21806 1.10305 1.34224 -0.129
H 0.37447 1.64260 -0.32680 -0.111
H -1.31613 -2.88984 -0.73536 0.347
H -2.06608 -1.67057 -1.71200 0.565
H -3.39309 -2.74592 0.17512 0.599
H -2.95596 -2.25166 2.14129 0.396
H 0.85487 -0.71667 1.26468 0.401
H -0.22653 -2.05919 1.35273 0.452
H 0.07344 -4.12528 0.16907 0.238
H 1.18821 -4.12371 1.51268 0.485
H 1.78353 -4.61411 -0.06055 0.468
H 3.27575 -3.19518 1.28799 0.533
H 3.53455 -1.64872 0.54994 0.319
H 2.55352 -1.79382 2.04150 0.287
H 2.37110 0.10981 0.11514 0.391
H 2.37352 1.11912 -1.34543 0.526
H 3.61370 -0.09205 -1.09239 0.487
H 1.53178 -1.22750 -3.89468 0.336
H 2.64762 0.09806 -3.44028 0.449
H 3.12136 -1.57231 -3.26289 0.409
H -0.17060 -1.26293 -2.54116 0.867
H 0.08914 0.39242 -2.05780 0.354
```

Expectation value of S²   0.7541
Frontier orbital gap (spin up / spin down)   8.806 / 9.895 eV
HOMO (spin up / spin down)   -8.30 / -9.45 eV
Multiplicity   2
Total charge   0
E_LUMO (spin up / spin down)   0.51 / 0.45 eV
E   -34984.659 eV

***

Record 3
# C18H33F6N3O3P

A molecular structure, C18H33F6N3O3P at a distorted geometry (ωB97M-V/def2-TZVPD, the Open Molecules 2025 dataset).

XYZ file:
```
64
Properties=species:S:1:pos:R:3:mulliken_charge:R:1
P -0.60413 0.16019 0.63874 1.990
F -0.08933 0.52840 -0.89890 -0.509
F -2.09419 0.69779 0.22504 -0.412
F -0.98786 -1.33185 0.11865 0.099
F -1.01946 -0.11454 2.15836 -0.385
F 0.89003 -0.33618 0.94028 -0.331
F -0.14015 1.68180 1.18392 -0.721
C -1.00609 2.57363 3.22210 -0.997
C -2.13322 2.11602 2.35052 0.752
N -3.05188 1.80444 1.67198 -0.644
H -1.10373 2.00854 4.14905 0.386
H -0.94845 3.65243 3.36694 0.351
H -0.02570 2.29079 2.83876 0.155
C -0.70660 0.13347 -2.63446 -0.144
C -1.28581 0.44219 -3.95553 0.083
N -1.76941 0.68082 -4.99283 -0.722
H -1.20182 0.65935 -1.81819 0.362
H 0.35484 0.37455 -2.57673 0.195
H -0.63902 -0.93957 -2.45520 1.018
C -1.93920 -2.14210 -1.07718 -0.350
C -1.13902 -3.16211 -0.42319 0.372
N -0.56612 -4.01154 0.17479 -0.705
H -2.83976 -1.79480 -0.57073 0.359
H -2.36015 -2.60761 -1.96836 0.478
H -1.28959 -1.35921 -1.46855 -0.186
C 1.19327 -2.12955 2.27470 0.425
C 2.28163 -2.11119 3.34023 -0.944
C 1.62226 -2.67759 4.57022 -0.573
O 0.26116 -2.83829 4.23111 -0.545
C -0.09249 -2.11656 3.01389 -0.421
H 1.23182 -2.95099 1.55927 0.358
H 1.33243 -1.20376 1.71645 -0.142
H 2.44850 -1.05604 3.55682 0.274
H 3.13457 -2.71843 3.03715 0.344
H 1.74148 -1.95373 5.37639 0.308
H 2.14406 -3.62486 4.70628 0.346
H -0.26007 -1.09968 3.36880 0.247
H -1.01479 -2.41044 2.51279 0.234
C 3.19890 -1.72398 -2.27621 -0.778
C 2.31795 -0.78537 -1.45015 -0.284
C 1.13168 -1.61298 -1.39981 -0.198
O 0.93181 -2.20666 -2.68142 -0.398
C 2.24905 -2.60099 -3.10519 -0.631
H 3.72083 -2.50105 -1.71778 0.339
H 4.01823 -1.27500 -2.83766 0.339
H 2.00563 0.16468 -1.88370 0.258
H 2.77243 -0.68585 -0.46444 0.059
H 0.18010 -1.17020 -1.10561 -1.620
H 1.19753 -2.44057 -0.69352 0.932
H 2.29664 -2.35744 -4.16656 0.400
H 2.51774 -3.64562 -2.94817 0.268
C -1.63499 3.71301 -0.13810 -0.769
C -1.96004 4.66757 -1.27208 -0.633
C -0.88599 4.40093 -2.30694 -0.613
O -0.72682 3.00630 -2.14901 -0.436
C -0.80193 2.57754 -0.77913 1.979
H -2.54125 3.39820 0.37929 0.104
H -1.01176 4.20736 0.60708 0.279
H -2.01155 5.73471 -1.05607 0.396
H -2.95885 4.34338 -1.56429 0.264
H 0.01983 4.98728 -2.15273 0.279
H -1.28945 4.66804 -3.28365 0.346
H 0.14029 2.45819 -0.24428 0.367
H -1.20405 1.56444 -0.77296 -1.653
```

Frontier orbital gap   9.217 eV
HOMO   -6.42 eV
Total charge   -1
E_LUMO   2.80 eV
E   -55397.686 eV

***

Record 4
# C18H33ILuN2O6P2S2

A molecular structure, C18H33ILuN2O6P2S2 at a distorted geometry (ωB97M-V/def2-TZVPD, the Open Molecules 2025 dataset).

XYZ file:
```
65
Properties=species:S:1:pos:R:3:mulliken_charge:R:1
C -4.45147 0.55116 -3.16252 -1.063
C -4.13987 -0.28565 -1.97383 0.629
O -4.22286 0.13212 -0.86631 -0.415
O -3.78805 -1.59894 -2.18503 -0.389
C -2.41298 -1.86567 -1.98368 0.116
C -1.84140 -2.58051 -3.20723 -1.091
C -1.07193 -3.83782 -2.85551 -0.884
C 0.21181 -3.65662 -2.02303 0.436
C 1.01169 -2.35106 -2.21395 -1.468
C 0.99214 -1.50069 -0.92528 -0.293
C 1.42271 -0.03724 -1.16390 -0.950
C 2.52258 0.46284 -0.19847 -1.575
C 2.15843 1.61308 0.81250 1.709
P 3.39909 2.92574 0.62228 0.776
N 2.66975 4.24226 1.13674 -0.477
O 3.73492 3.10962 -0.90369 -0.550
O 4.74461 2.60314 1.34056 -0.534
C 0.78244 2.20441 0.92149 -0.969
P 0.16015 3.73157 0.11041 0.172
S 1.60496 4.58655 -0.93558 0.174
N 0.02270 1.53865 1.68240 1.586
C -1.42226 2.03990 1.77778 -0.653
O -1.57465 2.88520 2.62420 -0.487
O -2.16055 1.58701 0.94540 -0.303
C 0.73095 0.38964 2.25901 1.269
C 0.25469 -0.31247 3.53722 -1.185
C -1.06910 0.14084 4.13879 -0.875
C -2.39177 -0.33814 3.50392 -0.968
I -2.28061 -1.44819 1.68914 0.163
C 2.16762 0.96431 2.24508 -0.843
S 2.47289 2.19138 3.56483 -0.101
H -4.02428 0.17719 -4.08124 0.352
H -4.15276 1.56785 -2.95915 0.326
H -5.53227 0.57355 -3.25743 0.329
H -1.86144 -0.95313 -1.77957 0.103
H -2.34358 -2.53591 -1.12516 0.078
H -1.29156 -1.89390 -3.84041 0.484
H -2.68466 -2.88897 -3.81353 0.452
H -1.74075 -4.44421 -2.25219 0.206
H -0.89783 -4.43472 -3.75917 0.486
H 0.88500 -4.49496 -2.31728 -0.540
H 0.02934 -3.82707 -0.97120 0.768
H 2.05404 -2.64891 -2.35701 0.688
H 0.73318 -1.79595 -3.09849 0.682
H 1.67419 -1.97360 -0.22594 0.683
H 0.00047 -1.57374 -0.48720 -0.422
H 1.85594 -0.03684 -2.15741 0.807
H 0.55024 0.60761 -1.22332 0.294
H 3.37683 0.76029 -0.79109 0.635
H 2.86221 -0.38153 0.38586 0.542
H 3.17184 4.74829 1.87055 0.319
H 4.67047 2.92363 -1.09023 0.381
H 4.96011 1.65746 1.35590 0.398
H -0.42647 4.52830 1.10079 0.314
H -0.87845 3.30491 -0.73840 0.253
H 0.73399 -0.40018 1.50790 -0.928
H 0.29018 -1.37644 3.34663 0.392
H 1.00329 -0.15050 4.30435 0.604
H -1.09882 1.22163 4.19545 0.476
H -1.06495 -0.21383 5.16167 0.467
H -2.97993 -0.93428 4.18492 0.597
H -2.99716 0.52359 3.25234 0.403
H 2.92676 0.20814 2.38774 0.602
H 2.30299 1.43582 4.65377 0.291
Lu 1.65718 -5.36600 -3.69617 0.521
```

Frontier orbital gap   1.890 eV
HOMO   -15.12 eV
Total charge   +3
E_LUMO   -13.23 eV
E   -116400.972 eV